Entry w
# C5H10N2O

A cluster of 2 separate species, C5H10N2O in total (wB97M-V/def2-TZVPD, the Open Molecules 2025 dataset).

Values from the calculation:
HOMO in eV: -8.083
SMILES: Cc1c[nH]cn1.CO
Charge: 0

XYZ file:
```
18
Properties=species:S:1:pos:R:3:lowdin_charge:R:1
C -0.156 1.187 -3.353 -0.05
C -0.181 1.087 -1.862 -0.37
C -0.165 -0.032 -1.063 -0.08
N -0.182 0.420 0.221 0.05
C -0.206 1.771 0.172 -0.21
N -0.202 2.202 -1.070 0.08
H 0.707 0.651 -3.752 0.07
H -0.066 2.235 -3.623 0.07
H -1.047 0.773 -3.822 0.07
H -0.151 -1.075 -1.327 0.11
H -0.209 -0.137 1.064 0.09
H -0.207 2.400 1.046 0.11
C 0.689 -2.055 2.864 -0.13
O -0.486 -1.372 2.425 -0.14
H 0.798 -1.993 3.947 0.08
H 1.553 -1.555 2.433 0.08
H 0.659 -3.105 2.579 0.08
H -1.148 -1.402 3.122 0.09
```

Entry x
# C5H10N2O

A structure of composition C5H10N2O (wB97M-V/def2-TZVPD, the Open Molecules 2025 dataset).

Values from the calculation:
HOMO in eV: -7.878
Charge: 0

XYZ file:
```
18
Properties=species:S:1:pos:R:3:lowdin_charge:R:1
C -1.314 1.651 -0.033 -0.02
C 1.739 0.070 1.242 -0.04
C -0.477 0.426 -0.390 -0.46
C 0.392 -0.050 0.661 -0.16
N -0.162 0.396 -1.783 0.09
C -0.860 -0.811 0.550 -0.19
O 0.373 -2.201 -0.956 -0.10
N -0.008 -1.901 0.398 0.04
H 0.957 -2.956 -0.824 0.09
H 0.337 -0.447 -2.030 0.06
H -0.998 0.460 -2.352 0.08
H -1.710 -0.854 1.224 0.13
H -2.239 1.657 -0.614 0.08
H -1.564 1.672 1.027 0.08
H -0.751 2.551 -0.279 0.08
H 2.502 -0.379 0.596 0.08
H 1.787 -0.411 2.219 0.08
H 1.997 1.128 1.345 0.08
```

Entry y
# C5H10N2O

A cluster of 2 separate species, C5H10N2O in total (wB97M-V/def2-TZVPD, the Open Molecules 2025 dataset).

Values from the calculation:
HOMO in eV: -7.306
SMILES: CC(N)=C=N.C=CO
Charge: 0

XYZ file:
```
18
Properties=species:S:1:pos:R:3:lowdin_charge:R:1
C -1.670 -1.734 0.548 -0.05
C -1.658 -0.233 0.522 -0.41
N -0.842 0.397 1.481 0.07
C -2.282 0.443 -0.432 -0.15
N -3.221 1.065 -0.929 0.11
H -0.730 -2.121 0.152 0.07
H -2.489 -2.132 -0.047 0.08
H -1.792 -2.093 1.569 0.08
H 0.078 -0.031 1.498 0.06
H -0.820 1.403 1.376 0.09
H -3.327 1.086 -1.942 0.05
C 3.377 1.040 -0.803 0.00
C 2.223 0.773 -0.199 -0.25
O 1.503 -0.397 -0.386 -0.04
H 3.735 0.451 -1.632 0.05
H 4.087 1.721 -0.375 0.05
H 1.959 1.235 0.743 0.10
H 1.870 -0.873 -1.143 0.10
```

Which one is most stable, and which one is least stable? entry w is the most stable of them, while entry x is the least stable.

Entry w
# C6H6N2OS

An isolated molecule of C6H6N2OS (wB97M-V/def2-TZVPD, the Open Molecules 2025 dataset).

Values from the calculation:
HOMO (spin up / spin down) in eV: -7.484 / -7.484
Charge: 0

XYZ file:
```
16
Properties=species:S:1:pos:R:3:lowdin_charge:R:1
C -0.470 -1.485 0.073 -0.17
C -1.175 0.629 -0.147 -0.13
C 0.978 0.332 -0.071 -0.17
C 1.960 -1.765 0.048 -0.12
C 3.078 -1.064 -0.073 -0.17
C -1.750 1.956 -0.097 -0.07
N -1.432 -0.574 0.007 0.07
N 0.801 -0.979 0.022 -0.19
O 3.230 1.543 0.656 -0.53
S 2.685 0.701 -0.415 0.90
H -0.674 -2.531 0.159 0.11
H 1.845 -2.829 0.186 0.13
H 4.088 -1.420 -0.083 0.08
H -1.137 2.659 -0.658 0.08
H -2.746 1.921 -0.543 0.09
H -1.838 2.311 0.932 0.09
```

Entry x
# C6H6N2OS

A cluster of 2 separate species, C6H6N2OS in total (wB97M-V/def2-TZVPD, the Open Molecules 2025 dataset).

Values from the calculation:
HOMO in eV: -8.968
SMILES: N#C/C=C1\CSC=N1.C=O
Charge: 0

XYZ file:
```
16
Properties=species:S:1:pos:R:3:lowdin_charge:R:1
N 0.868 3.584 2.562 0.16
C 0.946 2.549 2.042 -0.26
C 1.012 1.234 1.547 -0.04
C 0.873 1.081 0.220 -0.36
C 0.390 2.143 -0.703 -0.41
S 0.736 1.608 -2.407 0.89
C 0.957 -0.050 -1.695 -0.41
N 0.920 -0.170 -0.437 0.04
H 1.232 0.338 2.197 0.14
H 0.797 3.054 -0.278 0.08
H -0.736 2.223 -0.808 0.11
H 1.086 -0.881 -2.366 0.07
C -1.386 -2.606 1.158 -0.14
O -1.765 -1.487 0.982 0.00
H -2.088 -3.422 1.069 0.07
H -0.364 -2.897 1.291 0.07
```

Which one is most stable, and which one is least stable? entry x is the most stable of them, while entry w is the least stable.

Entry w
# C3H7IN2

A cluster of 2 separate species, C3H7IN2 in total (wB97M-V/def2-TZVPD, the Open Molecules 2025 dataset).

Values from the calculation:
HOMO in eV: -7.963
Charge: 0

XYZ file:
```
13
Properties=species:S:1:pos:R:3:lowdin_charge:R:1
C 2.051 0.643 -1.384 0.07
C 0.788 -0.111 0.671 -0.61
C -0.951 0.229 -0.855 -0.07
N -1.475 -0.362 1.411 0.06
N -0.473 -0.114 0.467 -0.39
I 1.493 -0.647 2.571 0.77
H 2.695 1.340 -0.828 -0.08
H 2.642 -0.277 -1.503 -0.08
H -0.061 0.501 -1.442 0.01
H -1.454 -0.633 -1.297 0.10
H -1.646 1.065 -0.793 0.09
H -2.380 -0.487 0.969 0.09
H -1.230 -1.147 2.013 0.04
```

Entry x
# C3H7IN2

An isolated molecule of C3H7IN2 (wB97M-V/def2-TZVPD, the Open Molecules 2025 dataset).

Values from the calculation:
HOMO in eV: -7.867
SMILES: CN1C[C@@H](I)N1
Charge: 0

XYZ file:
```
13
Properties=species:S:1:pos:R:3:lowdin_charge:R:1
C -1.284 -0.300 1.340 -0.08
N -0.152 0.369 0.602 -0.26
C 0.918 -0.659 0.147 -0.05
C 0.945 0.437 -1.327 -0.71
I 0.587 -0.589 -3.149 0.72
N -0.245 0.971 -0.700 -0.13
H -0.692 -0.708 2.136 0.07
H -1.986 0.561 1.675 0.11
H -1.761 -1.070 0.773 0.06
H 0.415 -1.484 -0.171 0.02
H 1.846 -0.633 0.794 0.11
H 1.749 1.117 -1.487 0.03
H -0.341 1.989 -0.634 0.11
```

Which one is most stable, and which one is least stable? entry x is the most stable of them, while entry w is the least stable.